[1]
Computed, not measured: C9H4AuClINOS4Sb as an isolated structure, with the ωB97M-V functional and the def2-TZVPD basis.

ORCA input file:
```
! wB97M-V def2-TZVPD RIJCOSX def2/J DEFGRID3
* xyz -1 3
Au 0.095 -0.164 -0.424
Cl -1.666 1.851 6.391
C -1.325 1.011 4.891
C -1.454 -0.346 4.839
C -1.186 -1.050 3.656
I -1.401 -3.122 3.644
C -0.776 -0.433 2.470
O -0.531 -1.105 1.402
C -0.653 1.020 2.552
N -0.271 1.657 1.422
C -0.136 2.955 1.410
C -0.373 3.749 2.551
C -0.761 3.138 3.706
C -0.920 1.733 3.746
H -1.766 -0.884 5.723
H 0.165 3.402 0.467
H -0.246 4.823 2.500
H -0.953 3.715 4.601
S 4.098 0.864 -3.529
Sb 2.611 1.579 -2.010
S 0.522 0.581 -2.565
S 2.730 -0.027 0.300
S 3.878 -1.518 0.000
*
```

Summary:
Energy relative to the best compared isomer or geometry (same formula, charge and spin), eV: 0.000
LUMO level (alpha / beta), eV: 2.36 / 0.19
Expectation value of S²: 2.0379
Frontier orbital gap (alpha / beta), eV: 7.29 / 5.15



[2]
Computed, not measured: C9H4BF10N2O8S2Tc as an isolated structure in a non-equilibrium geometry, with the ωB97M-V functional and the def2-TZVPD basis.

ORCA input file:
```
! wB97M-V def2-TZVPD RIJCOSX def2/J DEFGRID3
* xyz 1 2
Tc -0.195 0.043 -1.142
F -0.030 -4.551 -4.510
C -0.516 -3.934 -3.459
F 0.053 -4.401 -2.361
F -1.818 -4.110 -3.384
S -0.124 -2.084 -3.550
O -0.652 -1.597 -2.243
O -0.664 -1.457 -4.689
N 1.451 -2.091 -3.468
S 2.321 -0.821 -3.149
O 3.645 -1.128 -2.796
O 1.570 -0.011 -2.154
C 2.320 0.324 -4.667
F 3.311 1.182 -4.577
F 2.458 -0.401 -5.758
F 1.167 0.966 -4.691
F -3.145 3.459 -2.220
B -2.236 3.258 -1.327
F -0.666 1.385 -2.339
F -1.260 4.086 -1.128
F -2.315 2.202 -0.531
O 0.241 1.279 0.462
C -0.539 0.614 1.213
O -1.244 -0.240 0.558
C -0.512 0.690 2.664
C 0.313 1.636 3.290
C 0.488 1.587 4.660
C -0.168 0.598 5.386
C -1.038 -0.311 4.792
C -1.226 -0.248 3.425
N 0.099 0.491 6.833
O 0.459 1.496 7.380
O -0.046 -0.604 7.303
H 0.813 2.382 2.693
H 1.125 2.296 5.170
H -1.548 -1.051 5.390
H -1.894 -0.933 2.927
*
```

Summary:
Energy relative to the best compared isomer or geometry (same formula, charge and spin), eV: 1.281
LUMO level (alpha / beta), eV: -8.10 / -7.66
Expectation value of S²: 0.7556
Frontier orbital gap (alpha / beta), eV: 5.70 / 6.16



[3]
Computed, not measured: one molecule with the formula C9H4Cl2O in a non-equilibrium geometry, with the ωB97M-V functional and the def2-TZVPD basis.

ORCA input file:
```
! wB97M-V def2-TZVPD RIJCOSX def2/J DEFGRID3
* xyz 0 1
C -2.550 -0.869 -2.218
C -2.162 -0.465 -1.146
C -1.903 0.314 0.111
O -2.705 0.974 0.697
C -0.452 0.236 0.514
C 0.255 1.372 0.622
Cl -0.579 2.908 0.740
C 1.660 1.314 0.696
C 2.261 0.119 0.443
C 1.564 -1.081 0.328
C 0.203 -1.035 0.423
Cl -0.638 -2.500 0.248
H -2.567 -1.474 -3.120
H 2.220 2.228 0.729
H 3.364 0.023 0.867
H 2.026 -2.064 0.066
*
```

Summary:
Energy relative to the best compared isomer or geometry (same formula, charge and spin), eV: 0.000
LUMO level, eV: -0.33
SMILES: C#CC(=O)c1c(Cl)cccc1Cl
Frontier orbital gap, eV: 9.27



[4]
Computed, not measured: C9H4F6I2NOPSe3TeV as an isolated structure, with the ωB97M-V functional and the def2-TZVPD basis.

ORCA input file:
```
! wB97M-V def2-TZVPD RIJCOSX def2/J DEFGRID3
* xyz 0 4
V 0.744 -0.888 -1.205
Se 4.835 -2.815 0.086
Se 4.217 -1.303 1.587
Te 3.851 0.890 0.293
Se 2.898 -0.027 -1.819
I -2.561 2.034 -3.696
C -2.001 2.044 -1.700
C -2.544 3.002 -0.812
C -2.202 3.028 0.514
I -3.064 4.470 1.749
C -1.272 2.082 1.032
C -0.839 1.972 2.371
C 0.058 0.998 2.725
C 0.560 0.130 1.745
N 0.184 0.214 0.488
C -0.734 1.157 0.126
C -1.105 1.117 -1.242
O -0.552 0.163 -1.990
H -3.249 3.722 -1.203
H -1.226 2.659 3.112
H 0.394 0.893 3.746
H 1.283 -0.639 1.989
F 1.354 -2.645 -0.237
P 0.306 -3.676 -1.133
F 0.753 -2.672 -2.422
F 1.513 -4.618 -1.452
F -0.794 -2.457 -0.806
F -0.087 -4.414 0.191
F -0.722 -4.423 -2.038
*
```

Summary:
Energy relative to the best compared isomer or geometry (same formula, charge and spin), eV: 0.000
LUMO level (alpha / beta), eV: -1.53 / -2.00
Expectation value of S²: 3.7844
Frontier orbital gap (alpha / beta), eV: 6.65 / 6.31